Entry 1:
DFT (wB97M-V/def2-TZVPD) results for a single C5H3ClOS molecule in a non-equilibrium geometry.

Properties
LUMO level, Ha: -0.029
SMILES: C=C1SC(=O)C=C1Cl

Last column: Löwdin charge in e.
Atoms and positions in Å:
C1 -0.507 -0.396 -0.782  -0.644
C2 -1.282 0.753 -0.652  -0.069
C3 -0.651 1.857 0.314  -0.633
C4 0.709 -0.444 0.298  -0.536
C5 1.632 -1.348 0.513  -0.023
H1 -2.149 1.067 -1.312  0.134
H2 2.323 -1.238 1.473  0.123
H3 1.529 -2.326 0.183  0.031
O1 -1.606 2.660 0.731  -0.061
S1 0.872 1.284 0.872  1.016
Cl1 -0.870 -1.868 -1.638  0.662

***

Entry 2:
DFT (wB97M-V/def2-TZVPD) results for a molecular structure, C5H3F4IO2 in a non-equilibrium geometry.

Properties
LUMO level, Ha: -0.004

Last column: Löwdin charge in e.
Atoms and positions in Å:
C1 -0.244 -1.908 1.129  -0.097
C2 -2.126 0.140 0.353  -0.541
C3 0.217 0.083 0.161  -0.424
C4 1.178 1.292 0.098  0.059
C5 0.295 -0.652 -1.224  -0.605
O1 0.358 -0.780 1.187  0.094
O2 -1.053 0.831 0.155  -0.201
F1 -0.096 -2.534 2.249  0.123
F2 1.210 -1.564 -1.208  0.216
F3 -0.872 -1.247 -1.508  0.134
F4 0.464 0.195 -2.264  0.157
I1 -3.725 1.499 0.279  0.790
H1 1.013 2.080 -0.590  0.098
H2 2.226 0.874 0.140  0.133
H3 1.155 1.691 1.044  0.065

***

Entry 3:
DFT (wB97M-V/def2-TZVPD) results for a molecular structure, C5H3N in a non-equilibrium geometry.

Properties
LUMO level, Ha: 0.004

Last column: Löwdin charge in e.
Atoms and positions in Å:
C1 -1.601 -0.649 0.555  0.085
C2 -0.296 -0.666 0.085  -0.159
C3 -0.265 1.026 -0.180  -0.097
C4 1.122 -0.268 0.430  -0.155
C5 -1.372 0.328 -0.569  -0.160
N1 0.887 1.156 0.334  0.100
H1 1.581 -0.624 1.299  0.105
H2 1.837 -0.623 -0.359  0.132
H3 -1.894 0.320 -1.594  0.150

***

Entry 4:
DFT (wB97M-V/def2-TZVPD) results for 2 unconnected molecules or ions with the total composition C5H3N in a non-equilibrium geometry.

Properties
LUMO level (alpha / beta), Ha: -0.042 / -0.076
⟨S²⟩: 2.08
Spin multiplicity: 3

Last column: Löwdin spin population.
Atoms and positions in Å:
C1 0.423 1.415 2.210  0.119
C2 -0.129 0.082 0.079  0.073
C3 -0.480 -0.458 -1.040  0.338
C4 -0.946 -1.238 -1.996  -0.013
C5 0.236 0.583 1.173  0.430
N1 0.554 2.044 3.188  0.243
H1 -1.895 -1.619 -1.981  0.010
H2 -0.231 -1.690 -2.526  0.010
H3 2.467 0.880 0.894  0.791

***

The calculation returns the following energy values, one per record and in order: -1125.84605; -1039.78189; -246.77566; -246.78682 hartree.